(1)
The ion C4H10NO with charge +1 at a distorted geometry, computed with ωB97M-V/def2-TZVPD.

## Properties
total charge: +1
SMILES: C[C@H]1CO[C@@H]1[NH3+]
orbital gap: 11.19 eV
highest occupied orbital energy: -0.5530 Eh
DFT total energy: -7838.426 eV
molar mass: 88.1 g mol⁻¹

Each line ends with the natural charge from an NBO analysis.
Element x y z (Å)
C (1.8646, 0.3425, 0.1519)  -0.60
C (0.4709, -0.2116, -0.2328)  -0.28
C (-0.0191, -1.6157, 0.1184)  -0.07
O (-1.2108, -1.1265, 0.7433)  -0.48
C (-0.6633, 0.3223, 0.5602)  0.24
N (-1.6618, 1.0701, -0.2681)  -0.74
H (2.5250, -0.2738, -0.3074)  0.23
H (2.1293, 0.3283, 1.1719)  0.23
H (1.9404, 1.1989, -0.3630)  0.22
H (0.3545, -0.0152, -1.3349)  0.21
H (-0.2509, -2.1140, -0.8156)  0.19
H (0.6279, -2.3317, 0.6494)  0.22
H (-0.4934, 0.9972, 1.4126)  0.22
H (-1.3897, 2.0755, -0.5641)  0.47
H (-2.6291, 1.0944, 0.0800)  0.46
H (-1.5945, 0.2591, -1.0018)  0.47

(2)
A cluster of 3 separate species, C32H29O7PS in total, computed with ωB97M-V/def2-TZVPD.

## Properties
total charge: 0
SMILES: O=C1c2ccccc2C(=O)c2ccccc21.O=C1c2ccccc2C(=O)c2ccccc21.O=S(=O)(O)CCCC[PH4]
orbital gap: 7.33 eV
highest occupied orbital energy: -0.3085 Eh
DFT total energy: -68109.466 eV
molar mass: 588.6 g mol⁻¹

Each line ends with the natural charge from an NBO analysis.
Element x y z (Å)
O (-4.3016, -0.1323, -0.2274)  -0.53
C (-3.2223, -0.4365, -0.6888)  0.56
C (-2.7039, 0.2027, -1.9321)  -0.16
C (-3.4702, 1.1786, -2.5578)  -0.15
C (-2.9993, 1.7976, -3.7034)  -0.19
C (-1.7610, 1.4462, -4.2298)  -0.19
C (-0.9955, 0.4712, -3.6134)  -0.18
C (-1.4641, -0.1554, -2.4644)  -0.07
C (-0.6203, -1.2011, -1.8190)  0.61
O (0.4437, -1.5272, -2.3033)  -0.57
C (-1.1246, -1.8226, -0.5629)  -0.08
C (-0.3440, -2.7770, 0.0802)  -0.18
C (-0.7920, -3.3652, 1.2505)  -0.19
C (-2.0271, -3.0076, 1.7803)  -0.19
C (-2.8100, -2.0601, 1.1430)  -0.17
C (-2.3618, -1.4602, -0.0280)  -0.16
H (-4.4291, 1.4415, -2.1324)  0.24
H (-3.5967, 2.5584, -4.1887)  0.22
H (-1.3917, 1.9346, -5.1221)  0.22
H (-0.0306, 0.1873, -4.0106)  0.24
H (0.6112, -3.0461, -0.3497)  0.23
H (-0.1832, -4.1001, 1.7601)  0.23
H (-2.3666, -3.4699, 2.6975)  0.23
H (-3.7743, -1.7695, 1.5391)  0.23
O (7.1411, 2.5458, -2.5193)  -0.53
C (6.2156, 2.3152, -3.2679)  0.56
C (5.9819, 3.1506, -4.4830)  -0.15
C (6.8596, 4.1918, -4.7610)  -0.15
C (6.6663, 4.9777, -5.8841)  -0.19
C (5.5946, 4.7287, -6.7349)  -0.20
C (4.7151, 3.6954, -6.4609)  -0.18
C (4.9051, 2.9024, -5.3353)  -0.06
C (3.9390, 1.7998, -5.0575)  0.52
O (2.9785, 1.6133, -5.7748)  -0.53
C (4.1977, 0.9392, -3.8688)  -0.06
C (3.3386, -0.1203, -3.6078)  -0.18
C (3.5431, -0.9247, -2.5002)  -0.19
C (4.6118, -0.6731, -1.6466)  -0.19
C (5.4782, 0.3767, -1.9047)  -0.15
C (5.2758, 1.1867, -3.0159)  -0.16
H (7.6867, 4.3698, -4.0874)  0.24
H (7.3514, 5.7873, -6.0995)  0.22
H (5.4469, 5.3435, -7.6133)  0.22
H (3.8744, 3.4881, -7.1087)  0.24
H (2.5078, -0.3009, -4.2757)  0.24
H (2.8521, -1.7294, -2.2939)  0.24
H (4.7676, -1.2978, -0.7765)  0.22
H (6.3149, 0.5869, -1.2523)  0.24
O (-2.0928, -2.9940, 7.0200)  -0.95
S (-1.3632, -2.6121, 5.8450)  2.38
O (-1.0115, -3.5789, 4.8583)  -0.93
O (-0.0115, -1.9272, 6.3490)  -0.89
C (-2.1466, -1.2671, 5.0060)  -0.69
C (-2.6753, -0.1207, 5.8642)  -0.40
C (-3.8975, -0.3814, 6.7557)  -0.43
C (-5.2414, -0.4276, 6.0163)  -0.76
P (-5.9047, -2.1723, 5.6703)  0.68
H (-0.0572, -1.8453, 7.3146)  0.52
H (-2.9179, -1.7428, 4.3992)  0.24
H (-1.3814, -0.9005, 4.3189)  0.26
H (-2.9362, 0.6724, 5.1579)  0.22
H (-1.8491, 0.2769, 6.4592)  0.21
H (-3.7631, -1.3053, 7.3259)  0.22
H (-3.9210, 0.4181, 7.4991)  0.22
H (-5.2163, 0.1612, 5.0908)  0.20
H (-6.0163, 0.0263, 6.6457)  0.21
H (-7.0320, -1.6147, 4.9927)  -0.05
H (-5.8773, -2.4503, 7.0694)  -0.04
H (-4.7596, -2.5484, 4.9181)  -0.06
H (-6.4569, -3.5062, 5.4367)  -0.17

(3)
A cluster of 2 separate species, C4H12NO3 in total at a distorted geometry, computed with ωB97M-V/def2-TZVPD.

## Properties
total charge: -1
orbital gap: 7.08 eV
highest occupied orbital energy: -0.1336 Eh
DFT total energy: -11975.096 eV
molar mass: 122.1 g mol⁻¹

Each line ends with the natural charge from an NBO analysis.
Element x y z (Å)
C (1.3168, 0.0233, 0.1762)  -0.05
O (2.0164, -1.1315, -0.0247)  -0.94
C (-0.0136, 0.0222, -0.6695)  -0.07
C (-1.0968, 0.9619, -0.0786)  -0.44
C (-2.3205, 1.2179, -0.9113)  -0.06
O (-3.4367, 1.5987, -0.1174)  -0.74
N (-0.5404, -1.3580, -0.7376)  -0.87
H (0.9741, 0.1762, 1.2409)  0.10
H (1.9367, 0.8396, -0.2657)  0.11
H (0.3064, 0.2843, -1.6802)  0.16
H (-1.3401, 0.5108, 0.8856)  0.19
H (-0.5155, 1.8350, 0.2196)  0.20
H (-2.1768, 2.0589, -1.5563)  0.17
H (-2.5795, 0.3158, -1.4549)  0.17
H (-3.5597, 0.9908, 0.6142)  0.46
H (-0.5637, -1.7768, 0.1989)  0.35
H (0.1203, -1.8739, -1.3026)  0.38
H (2.7888, -1.2297, 1.2477)  0.50
H (4.0988, -0.7949, 1.3238)  0.44
O (3.5173, -1.1434, 2.0181)  -1.05

(4)
A cluster of 2 separate species, C4H5N3S2 in total at a distorted geometry, computed with ωB97M-V/def2-TZVPD.

## Properties
total charge: 0
orbital gap (spin up / spin down): 7.98 / 7.98 eV
highest occupied orbital energy (spin up / spin down): -0.3245 / -0.3246 Eh
DFT total energy: -30364.649 eV
molar mass: 159.2 g mol⁻¹

Each line ends with the natural charge from an NBO analysis.
Element x y z (Å)
C (-0.5575, 1.5730, 1.7935)  -0.20
C (-1.8585, 2.5561, 0.2926)  -0.11
C (-0.1481, 0.7700, 0.8420)  -0.24
C (0.9922, -1.2447, 0.1876)  0.16
N (-1.4877, 2.6078, 1.5129)  -0.41
N (1.3839, -2.3187, -1.9238)  -0.63
N (0.7146, -1.3525, -1.1197)  -0.48
S (1.8297, -1.9230, 1.3616)  0.08
S (-1.0699, 1.3082, -0.6223)  0.21
H (-0.1795, 1.4196, 2.8519)  0.22
H (-2.7297, 3.0487, -0.0039)  0.21
H (0.7896, -3.1153, -2.2376)  0.37
H (2.0982, -2.8344, -1.3312)  0.38
H (0.2228, -0.4949, -1.6035)  0.45

(5)
A cluster of 3 separate species, C16H30ClF2IN7O3S in total at a distorted geometry, computed with ωB97M-V/def2-TZVPD.

## Properties
total charge: +1
orbital gap: 6.90 eV
highest occupied orbital energy: -0.3959 Eh
DFT total energy: -70528.784 eV
molar mass: 600.9 g mol⁻¹

Each line ends with the natural charge from an NBO analysis.
Element x y z (Å)
O (1.8259, 0.6186, -0.9703)  -0.45
C (0.8756, 1.0765, -1.4691)  0.56
Cl (0.2216, 2.6457, -0.9326)  -0.02
C (0.2091, 0.3076, -2.6513)  -0.57
C (-1.3237, 0.3136, -2.6420)  0.44
N (-2.2077, 0.4224, -1.6423)  -0.43
C (-3.5015, 0.4136, -2.1890)  0.57
N (-4.6693, 0.5315, -1.6060)  -0.24
C (-5.9838, 0.5468, -2.2874)  -0.23
C (-6.4595, -0.8344, -2.8527)  -0.46
C (-6.3104, -2.0462, -1.8696)  -0.52
I (-4.4000, -3.0653, -2.1856)  0.07
N (-4.6894, 0.7243, -0.1944)  -0.35
C (-4.3709, -0.3138, 0.4315)  0.18
S (-3.5840, -1.3349, 1.3307)  0.29
N (-3.2702, 0.2587, -3.5151)  0.16
F (-4.0933, 0.2024, -4.5843)  -0.12
N (-1.9588, 0.1978, -3.8571)  0.17
F (-1.4445, 0.0600, -5.0692)  -0.07
H (0.5693, 0.7739, -3.6036)  0.28
H (0.6238, -0.7303, -2.6355)  0.30
H (-6.7441, 0.9863, -1.6084)  0.26
H (-5.8876, 1.2446, -3.1602)  0.23
H (-5.9902, -1.1210, -3.8202)  0.23
H (-7.5540, -0.7183, -3.0750)  0.25
H (-6.4952, -1.8059, -0.8005)  0.23
H (-7.0755, -2.8032, -2.1695)  0.25
C (2.6216, 2.9083, 2.1976)  -0.62
C (1.5816, 3.9121, 2.6844)  -0.08
C (2.1938, 5.2072, 3.2493)  -0.08
O (2.7306, 5.0790, 4.5550)  -0.55
C (4.0457, 4.5514, 4.6067)  -0.25
N (0.7074, 3.2546, 3.6626)  -0.83
H (3.1248, 2.3956, 3.0181)  0.21
H (2.1466, 2.1382, 1.5856)  0.21
H (3.3816, 3.3975, 1.5833)  0.21
H (0.9730, 4.1921, 1.8175)  0.18
H (1.3923, 5.9476, 3.3357)  0.18
H (2.9376, 5.6330, 2.5640)  0.17
H (4.6507, 4.8726, 3.7544)  0.17
H (4.0175, 3.4609, 4.6624)  0.16
H (4.5151, 4.9142, 5.5221)  0.20
H (-0.0405, 3.8959, 3.9160)  0.35
H (1.2401, 3.1538, 4.5249)  0.36
C (4.1959, -3.9091, 1.2943)  -0.61
C (3.5279, -2.8617, 0.4094)  -0.08
C (2.0494, -3.1660, 0.1067)  -0.07
O (1.8454, -4.1723, -0.8748)  -0.56
C (1.9166, -5.5018, -0.3840)  -0.25
N (4.3129, -2.7073, -0.8201)  -0.81
H (4.4230, -4.8289, 0.7540)  0.20
H (5.1414, -3.5272, 1.6831)  0.23
H (3.5636, -4.1616, 2.1491)  0.20
H (3.5584, -1.9126, 0.9541)  0.19
H (1.5991, -2.2580, -0.3096)  0.17
H (1.4907, -3.3984, 1.0223)  0.17
H (1.5217, -5.5857, 0.6321)  0.17
H (2.9441, -5.8679, -0.4228)  0.17
H (1.3185, -6.1337, -1.0426)  0.19
H (3.9200, -1.9435, -1.3658)  0.35
H (4.1397, -3.5293, -1.3963)  0.35

(6)
A structure of composition C37H41FeIN11SSi, computed with ωB97M-V/def2-TZVPD.

## Properties
total charge: +1
orbital gap: 5.80 eV
highest occupied orbital energy: -0.3188 Eh
DFT total energy: -116621.186 eV
molar mass: 882.7 g mol⁻¹

Each line ends with the Mulliken charge.
Element x y z (Å)
Fe (-0.8218, 0.9598, -0.2117)  0.70
N (-1.2109, 1.3706, 3.8942)  0.09
C (-1.7045, 0.8266, 2.7966)  -0.67
N (-0.8865, 1.0803, 1.7810)  1.15
C (0.1409, 1.8125, 2.3523)  0.45
N (-0.0420, 2.0199, 3.6511)  -0.98
C (1.1719, 2.2769, 1.5180)  -0.33
C (2.1770, 3.1562, 1.9045)  -1.02
N (2.9728, 3.7946, 1.0707)  -0.84
C (2.5472, 3.6904, -0.2322)  -1.17
C (1.6401, 2.8082, -0.6850)  -0.06
N (1.2180, 1.6856, 0.1709)  2.11
H (-1.5805, 1.3349, 4.8288)  0.19
H (-2.6418, 0.2985, 2.7608)  0.56
H (2.2846, 3.3740, 2.9659)  0.57
H (2.9329, 4.4374, -0.9183)  0.52
H (1.2495, 2.8558, -1.6894)  0.11
C (-6.0586, 0.1990, -0.9781)  -0.78
N (-5.0541, 0.4416, -1.9996)  0.29
C (-5.2731, 0.4636, -3.3622)  -0.87
C (-4.0990, 0.7059, -3.9542)  -0.46
N (-3.1348, 0.8502, -2.9429)  0.49
C (-3.7495, 0.6578, -1.7306)  0.10
S (-3.1422, 0.6264, -0.1689)  -0.50
C (-1.7694, 1.1155, -3.2530)  0.41
C (-1.4913, 1.6022, -4.5272)  -1.08
C (-0.1778, 1.6765, -4.9433)  -1.05
C (0.8190, 1.2543, -4.0831)  -1.16
C (0.4592, 0.8801, -2.8057)  -1.03
N (-0.8108, 0.8476, -2.3674)  1.59
H (-7.0173, 0.0602, -1.4691)  0.33
H (-6.1104, 1.0484, -0.2994)  0.33
H (-5.8002, -0.6923, -0.4086)  0.28
H (-6.2445, 0.2859, -3.7872)  0.44
H (-3.8533, 0.7423, -4.9960)  0.54
H (-2.2840, 1.9288, -5.1797)  0.60
H (0.0568, 2.0497, -5.9308)  0.46
H (1.8607, 1.2568, -4.3700)  0.57
H (1.2058, 0.5992, -2.0831)  0.62
C (2.3429, 0.6921, 0.1637)  -1.39
Si (2.1391, -1.0193, 0.9098)  -1.53
C (0.8045, -1.8819, -0.1132)  -1.15
N (-0.5876, -1.3516, -0.1696)  2.33
C (-1.2034, -1.9051, -1.4077)  -1.05
C (-1.1683, -3.4343, -1.5244)  -0.90
C (-1.4821, -4.1257, -0.1927)  -0.77
C (-2.1756, -3.1453, 0.7340)  -0.89
C (-1.3616, -1.8771, 1.0125)  -0.03
C (3.7134, -1.9141, 0.4313)  0.68
C (4.0971, -2.0174, -0.9100)  -0.45
C (5.2654, -2.6655, -1.2787)  -0.84
C (6.0809, -3.2246, -0.3040)  -0.56
C (5.7214, -3.1335, 1.0317)  -0.78
C (4.5474, -2.4861, 1.3939)  -0.47
C (1.9313, -1.1773, 2.7604)  1.46
C (2.5076, -0.2512, 3.6320)  -0.51
C (2.4877, -0.4499, 5.0058)  -0.67
C (1.8965, -1.5867, 5.5353)  -0.72
C (1.3380, -2.5340, 4.6866)  -0.73
C (1.3665, -2.3315, 3.3154)  -0.41
H (2.6234, 0.4974, -0.8792)  1.22
H (3.2308, 1.1746, 0.5883)  0.58
H (0.8002, -2.9440, 0.1472)  0.21
H (1.2077, -1.8501, -1.1327)  0.60
H (-0.6826, -1.4779, -2.2610)  0.02
H (-2.2324, -1.5471, -1.4440)  0.27
H (-0.2012, -3.7625, -1.9068)  0.22
H (-1.9036, -3.7153, -2.2819)  0.56
H (-0.5671, -4.4928, 0.2770)  0.27
H (-2.1105, -5.0023, -0.3501)  0.53
H (-2.4028, -3.6173, 1.6928)  0.51
H (-3.1394, -2.8588, 0.2996)  0.24
H (-0.6387, -2.0530, 1.8058)  -0.12
H (-2.0489, -1.1271, 1.3724)  -0.19
H (3.4792, -1.5830, -1.6910)  0.23
H (5.5434, -2.7321, -2.3227)  0.41
H (6.9963, -3.7278, -0.5869)  0.40
H (6.3563, -3.5652, 1.7945)  0.42
H (4.2819, -2.4217, 2.4428)  0.31
H (2.9747, 0.6429, 3.2374)  0.40
H (2.9338, 0.2868, 5.6611)  0.43
H (1.8833, -1.7435, 6.6063)  0.40
H (0.8962, -3.4353, 5.0922)  0.43
H (0.9585, -3.1037, 2.6696)  0.38
I (-2.0314, 6.6463, -2.2849)  0.09
C (-1.7223, 5.0374, -1.0452)  -1.17
C (-1.7855, 4.9978, 0.3277)  -0.09
N (-1.5158, 3.7327, 0.6859)  -0.42
N (-1.2589, 2.9489, -0.3659)  0.81
C (-1.3855, 3.7339, -1.4272)  -0.06
H (-1.9892, 5.7632, 1.0563)  0.51
H (-1.3795, 3.3701, 1.6154)  0.04
H (-1.2097, 3.3665, -2.4230)  0.40

> The lowest molar mass belongs to which entry?

C4H10NO